(1)
{
  "formula": "C20H22N8O2STi",
  "method": "ωB97M-V/def2-TZVPD",
  "molar_mass_g_mol": 486.4,
  "total_charge": 2,
  "gap_ev": 7.1,
  "max_force_ev_per_a": 1.54,
  "lumo_ev": -7.27,
  "e_tot_ev": -71053.4319,
  "e_above_lowest_kj_mol": 119.1,
  "elements": ["Ti", "N", "C", "S", "N", "N", "C", "C", "C", "C", "C", "C", "N", "H", "H", "H", "H", "H", "H", "H", "N", "C", "C", "C", "C", "C", "N", "C", "C", "C", "C", "C", "N", "H", "H", "H", "H", "H", "H", "H", "H", "H", "N", "C", "C", "C", "O", "O", "H", "H", "H", "H", "H", "H"],
  "positions_angstrom": [[0.4893, 0.0896, 0.2240], [3.8234, -2.0050, 2.3229], [2.8596, -1.1872, 1.9033], [2.9604, -0.4895, 0.3058], [1.8809, -0.9234, 2.7503], [1.0635, 0.0266, 2.1984], [0.4134, 0.8161, 2.9617], [-0.2203, 1.9624, 2.3020], [-0.9728, 2.8927, 2.9709], [-1.3677, 4.0457, 2.2873], [-1.0043, 4.2027, 0.9689], [-0.2925, 3.1892, 0.3439], [0.1095, 2.0944, 0.9878], [4.6394, -2.1617, 1.7568], [3.8305, -2.3101, 3.2840], [0.4621, 0.7112, 4.0401], [-1.2149, 2.7417, 4.0156], [-1.9475, 4.8077, 2.7922], [-1.2815, 5.0834, 0.4064], [-0.0445, 3.2590, -0.7042], [0.0006, -1.0225, -2.7300], [0.0365, -2.0742, -1.8240], [-0.3168, -3.3417, -2.2876], [-0.2300, -4.4114, -1.4355], [0.2286, -4.2134, -0.1286], [0.5390, -2.9446, 0.2591], [0.4151, -1.8696, -0.5603], [0.6892, 0.1752, -2.7519], [0.8708, 0.8047, -3.9836], [1.6323, 1.9436, -4.0505], [2.2329, 2.4464, -2.8916], [1.9959, 1.8021, -1.7161], [1.1962, 0.7008, -1.6259], [-0.3586, -1.2875, -3.6334], [-0.6321, -3.4691, -3.3159], [-0.4931, -5.4028, -1.7821], [0.3380, -5.0346, 0.5654], [0.8868, -2.7382, 1.2624], [0.4280, 0.3774, -4.8746], [1.7870, 2.4318, -5.0048], [2.8710, 3.3184, -2.9127], [2.4253, 2.1449, -0.7875], [-1.5815, -1.1302, 1.6989], [-2.7786, -1.3094, 0.8432], [-3.3282, 0.0274, 0.3586], [-2.3206, 0.8821, -0.3609], [-2.5004, 1.9985, -0.7358], [-1.1224, 0.2507, -0.5260], [-1.3124, -2.0363, 2.0708], [-1.8443, -0.5860, 2.5172], [-3.5660, -1.8453, 1.3707], [-2.4858, -1.9220, -0.0085], [-3.7235, 0.6223, 1.1851], [-4.1649, -0.1330, -0.3220]],
  "forces_ev_per_a": [[0.90, -0.84, 0.23], [0.02, -0.03, -0.16], [0.25, 0.08, 0.30], [-0.44, 0.12, 0.19], [-0.28, 0.08, -0.32], [0.14, -0.01, 0.74], [0.14, 0.34, 0.08], [0.23, -0.16, 0.03], [-0.08, 0.24, 0.12], [-0.07, -0.03, 0.14], [-0.02, 0.11, -0.03], [0.05, -0.14, -0.06], [-0.19, 0.09, 0.21], [-0.01, -0.04, -0.01], [-0.01, 0.00, 0.00], [-0.01, 0.05, 0.04], [0.00, 0.04, -0.04], [0.02, -0.02, 0.00], [0.01, -0.03, 0.02], [0.02, -0.02, -0.06], [-0.06, 0.04, 0.10], [0.13, 0.23, 0.00], [-0.06, -0.13, -0.13], [0.00, -0.13, 0.03], [-0.05, -0.17, -0.07], [0.03, 0.21, 0.01], [-0.17, -0.37, -0.35], [0.13, -0.07, 0.20], [0.00, 0.07, -0.16], [0.02, 0.04, -0.10], [0.03, 0.07, -0.14], [-0.18, -0.20, 0.07], [0.23, 0.12, -0.45], [-0.02, -0.02, -0.03], [0.02, -0.01, 0.04], [0.01, 0.03, 0.02], [-0.01, 0.01, -0.03], [0.03, 0.04, 0.02], [0.03, 0.01, 0.03], [-0.01, -0.01, 0.04], [-0.03, -0.03, -0.01], [0.03, 0.00, 0.11], [0.06, 0.03, -0.06], [0.10, 0.09, 0.00], [0.10, -0.17, 0.08], [0.10, -0.48, 0.23], [0.03, 0.19, -0.18], [-1.09, 0.82, -0.72], [0.05, -0.01, 0.02], [-0.02, 0.02, 0.02], [-0.07, -0.04, 0.03], [0.04, -0.03, -0.05], [-0.03, 0.02, 0.01], [-0.06, -0.01, 0.01]]
}

---

(2)
{
  "formula": "C20H23AsClN2O3PtS",
  "method": "ωB97M-V/def2-TZVPD",
  "molar_mass_g_mol": 676.9,
  "total_charge": -1,
  "gap_ev": 5.5,
  "max_force_ev_per_a": 2.64,
  "lumo_ev": 2.42,
  "e_tot_ev": -117679.9148,
  "e_above_lowest_kj_mol": 54.7,
  "elements": ["Pt", "C", "H", "H", "H", "C", "As", "C", "C", "O", "H", "H", "H", "H", "H", "H", "H", "H", "H", "O", "C", "N", "C", "O", "C", "C", "C", "C", "C", "C", "H", "H", "H", "H", "S", "C", "N", "C", "C", "C", "C", "C", "C", "H", "H", "H", "H", "H", "Cl", "C", "H", "H"],
  "positions_angstrom": [[0.7135, 1.1875, -2.1752], [-0.4518, 2.4192, -3.3254], [0.0586, 3.2789, -3.7594], [-1.2722, 2.7740, -2.6989], [-0.8725, 1.8174, -4.1380], [0.7148, 3.9569, 2.6052], [0.5235, 2.1201, 1.9403], [1.8460, 1.0605, 2.9595], [-1.2336, 1.5335, 2.5794], [0.8580, 2.1495, 0.3648], [0.6037, 4.0410, 3.6846], [-0.0463, 4.5527, 2.0991], [1.6999, 4.3143, 2.3001], [1.3511, 0.4102, 3.6793], [2.5200, 1.7321, 3.4881], [2.4205, 0.4519, 2.2612], [-1.1850, 0.5363, 3.0157], [-1.9054, 1.5257, 1.7200], [-1.5990, 2.2422, 3.3199], [-0.1267, -1.3689, -2.8844], [-0.9815, -1.0112, -2.0548], [-1.0215, 0.2727, -1.5995], [-2.0551, 0.4696, -0.7323], [-2.3338, 1.5302, -0.1573], [-2.7354, -0.8177, -0.5862], [-3.8184, -1.1886, 0.1884], [-4.2324, -2.5063, 0.1416], [-3.5584, -3.4375, -0.6570], [-2.4617, -3.0791, -1.4199], [-2.0518, -1.7558, -1.4027], [-4.3136, -0.4608, 0.8179], [-5.0690, -2.8319, 0.7452], [-3.8986, -4.4637, -0.6678], [-1.9278, -3.8124, -2.0072], [3.6732, -2.3990, -1.4047], [2.9937, -0.8894, -1.9546], [2.0064, -0.4205, -1.2354], [1.7088, -1.2319, -0.1912], [0.6928, -1.0624, 0.7611], [0.5229, -2.0110, 1.7455], [1.3513, -3.1253, 1.8346], [2.3638, -3.3237, 0.9043], [2.5287, -2.3838, -0.0897], [3.3805, -0.4472, -2.8520], [0.0397, -0.2059, 0.6941], [-0.2731, -1.8788, 2.4680], [1.1924, -3.8589, 2.6104], [2.9977, -4.1970, 0.9480], [2.3815, 3.8846, -2.6546], [2.3942, 2.1192, -2.9039], [3.2828, 1.7957, -2.3487], [2.6048, 1.9927, -3.9755]],
  "forces_ev_per_a": [[1.12, 1.60, -1.42], [0.11, -0.29, 0.25], [0.06, -0.03, 0.05], [-0.12, 0.13, -0.02], [-0.09, 0.00, -0.05], [-0.08, -0.30, -0.04], [0.31, 0.58, 1.66], [-0.23, 0.19, -0.05], [0.18, 0.04, -0.17], [0.10, -0.22, -0.60], [-0.04, -0.03, 0.08], [0.04, -0.04, 0.04], [-0.09, -0.09, -0.02], [-0.02, -0.01, 0.01], [0.01, 0.08, 0.00], [-0.11, 0.10, -0.03], [0.11, 0.00, 0.01], [0.05, 0.05, 0.07], [0.08, 0.03, 0.10], [-1.78, -1.02, 1.21], [1.89, 0.50, -1.77], [-0.18, -0.17, 0.40], [0.97, 1.83, -0.25], [-0.19, -1.13, -0.52], [-0.43, -1.88, -0.32], [0.36, 0.53, -0.10], [0.15, -0.74, -0.24], [-0.55, 0.09, 0.53], [0.52, 0.49, -0.33], [-1.85, -0.42, 1.33], [-0.02, 0.06, -0.02], [-0.07, -0.03, -0.01], [-0.03, -0.08, 0.03], [0.02, -0.02, -0.11], [-0.44, 0.41, 0.24], [-0.78, -0.26, 1.03], [0.80, 0.78, -1.70], [0.13, -1.25, 1.12], [0.02, 0.03, -0.35], [-0.10, 0.15, 0.07], [0.36, -0.27, -0.32], [-0.32, -0.22, 0.59], [0.04, 0.51, -0.62], [-0.12, 0.35, -0.14], [0.06, 0.06, -0.16], [-0.03, -0.02, 0.00], [-0.01, -0.05, 0.10], [0.04, -0.08, 0.04], [0.26, 1.14, 0.11], [-0.11, -1.03, 0.18], [0.09, -0.01, -0.09], [-0.13, -0.03, 0.18]]
}

---

(3)
{
  "formula": "C20H23BF3N",
  "method": "ωB97M-V/def2-TZVPD",
  "molar_mass_g_mol": 345.2,
  "total_charge": 0,
  "gap_ev": 5.0,
  "max_force_ev_per_a": 1.48,
  "lumo_ev": -2.40,
  "e_tot_ev": -31435.3600,
  "e_above_lowest_kj_mol": 35.3,
  "elements": ["C", "C", "C", "C", "C", "C", "C", "C", "C", "C", "C", "H", "H", "H", "H", "H", "H", "H", "H", "H", "H", "H", "H", "H", "H", "H", "C", "N", "C", "B", "F", "F", "F", "C", "C", "C", "C", "C", "C", "C", "H", "H", "H", "H", "H", "H", "H", "H"],
  "positions_angstrom": [[1.7273, 1.3809, 1.6172], [0.5752, 1.2627, 0.7175], [0.4189, 1.8988, -0.5313], [-0.8793, 2.3746, -0.9373], [-2.0238, 2.4046, 0.0281], [-1.0712, 2.8465, -2.2251], [-0.0187, 2.9296, -3.1432], [-0.2681, 3.4036, -4.5394], [1.2640, 2.5633, -2.7234], [1.5157, 2.0829, -1.4458], [2.9223, 1.7447, -1.0772], [1.3991, 1.1964, 2.6485], [2.4741, 0.5968, 1.4418], [2.2275, 2.3579, 1.5390], [-0.3150, 0.8246, 1.1696], [-2.8994, 2.8410, -0.4677], [-2.3063, 1.4077, 0.3905], [-1.7947, 3.0286, 0.9031], [-2.0702, 3.1762, -2.5210], [0.6554, 3.3640, -5.1232], [-1.0166, 2.7770, -5.0397], [-0.6463, 4.4335, -4.5666], [2.0969, 2.6625, -3.4241], [3.5568, 1.8262, -1.9677], [3.3277, 2.4430, -0.3340], [3.0349, 0.7278, -0.6832], [-0.3363, -3.4987, 3.5127], [-0.2169, -2.7876, 2.2623], [0.8521, -2.0282, 1.8258], [2.1547, -1.8881, 2.8055], [3.1848, -1.2745, 2.0685], [1.6892, -1.0833, 3.8642], [2.4976, -3.1926, 3.1841], [0.5494, -1.4883, 0.5841], [-0.7120, -2.0462, 0.1753], [-1.1835, -2.8275, 1.2693], [-2.3384, -3.5911, 1.2114], [-3.0691, -3.5605, 0.0137], [-2.6254, -2.7888, -1.0785], [-1.4556, -2.0181, -1.0045], [-1.3372, -3.9333, 3.5467], [0.4045, -4.3021, 3.5852], [-0.1995, -2.8211, 4.3623], [1.1575, -0.8618, -0.0511], [-2.6257, -4.2014, 2.0647], [-3.9822, -4.1505, -0.0687], [-3.2048, -2.8051, -2.0048], [-1.0893, -1.4070, -1.8335]],
  "forces_ev_per_a": [[0.19, -0.13, 0.47], [-0.52, 0.39, 0.58], [0.03, 0.26, -0.94], [0.20, -0.63, -0.14], [-0.43, 0.10, 0.10], [0.00, 0.13, 0.24], [0.02, -0.18, 0.36], [0.11, 0.06, -0.32], [-0.03, 0.08, -0.05], [-0.38, 0.06, 0.30], [0.59, -0.12, -0.27], [0.09, 0.01, -0.23], [0.07, -0.01, 0.03], [-0.20, -0.33, -0.12], [0.11, 0.31, -0.16], [0.16, -0.15, 0.19], [0.12, 0.13, -0.09], [-0.01, -0.19, -0.20], [0.30, -0.06, 0.08], [-0.17, 0.04, 0.02], [0.12, 0.07, 0.14], [0.07, -0.20, 0.12], [-0.25, -0.06, 0.23], [-0.12, -0.06, 0.21], [-0.15, -0.19, -0.12], [-0.06, 0.20, -0.01], [0.09, -0.23, 0.32], [0.33, 0.64, -1.06], [-0.25, 0.02, 0.70], [-1.03, -0.28, -1.02], [0.32, 0.22, 0.29], [0.63, 0.09, 0.50], [0.41, 0.33, 0.44], [-0.49, -0.16, -0.27], [-0.57, -0.04, 0.32], [0.42, -0.12, -0.40], [-0.30, 0.14, -0.52], [0.35, 0.16, 0.24], [0.07, 0.16, -0.01], [-0.31, -0.15, 0.15], [0.20, 0.10, 0.18], [-0.14, 0.20, -0.04], [-0.01, -0.12, -0.21], [0.44, -0.44, 0.00], [-0.17, 0.06, -0.34], [0.25, 0.16, -0.05], [0.18, 0.04, 0.30], [-0.28, -0.30, 0.05]]
}